No. 1
Below is C3H8N2S in the gas phase, with properties calculated with wB97M-V/def2-TZVPD.

Values from the calculation:
Kohn-Sham gap (spin up / spin down) ... 7.52 / 7.52 eV
Spin multiplicity ... 1
Highest occupied orbital energy (spin up / spin down) ... -0.288 / -0.286 hartree
Energy relative to the best compared isomer or geometry (same formula, charge and spin) ... 6.3535 eV

Geometry as XYZ:
```
14
C3H8N2S wB97M-V/def2-TZVPD
C 1.545 -0.221 0.614
C 0.976 1.200 0.253
C -2.006 -1.088 -0.423
N 0.797 -1.016 1.363
N -0.222 1.109 -0.359
S -1.587 0.379 0.476
H 1.859 -0.740 -0.370
H 2.511 0.111 1.128
H 0.838 1.769 1.111
H 1.573 1.719 -0.363
H -2.686 -1.780 0.055
H -1.182 -1.530 -0.774
H -2.348 -0.691 -1.454
H -0.069 0.777 -1.257
```

Mulliken population analysis, charges in e, atoms 1 to 6:
1 C -0.12
2 C -0.81
3 C -0.88
4 N -0.43
5 N -0.39
6 S -0.02

***

No. 2
Below is C18H13F2N3OS in the gas phase, with properties calculated with wB97M-V/def2-TZVPD.

Values from the calculation:
SMILES ... Nc1nc(-c2ccc(C(F)F)o2)nc2sc(Cc3ccccc3)cc12
Kohn-Sham gap ... 8.25 eV
Spin multiplicity ... 1
Highest occupied orbital energy ... -0.298 hartree
Energy relative to the best compared isomer or geometry (same formula, charge and spin) ... 0.2907 eV

Geometry as XYZ:
```
38
C18H13F2N3OS wB97M-V/def2-TZVPD
N -2.142 -0.759 -0.159
C -0.856 -0.957 0.012
N -0.550 -2.202 0.117
C 0.755 -2.504 0.163
C 1.137 -3.952 0.219
C 2.418 -4.464 0.350
C 2.268 -5.908 0.480
C 0.934 -6.188 0.419
C 0.259 -7.520 0.520
F 1.046 -8.546 0.202
F -0.330 -7.678 1.761
O 0.233 -5.007 0.288
N 1.719 -1.538 0.239
C 1.343 -0.242 0.129
S 2.430 1.140 0.209
C 1.033 2.219 -0.024
C 1.209 3.715 0.056
C -0.074 4.480 -0.165
C -0.668 4.517 -1.436
C -1.856 5.235 -1.660
C -2.459 5.935 -0.609
C -1.889 5.834 0.681
C -0.713 5.149 0.904
C -0.138 1.545 -0.130
C 0.012 0.093 -0.057
H -2.429 0.059 -0.657
H -2.569 -1.642 -0.360
H 3.360 -3.905 0.345
H 3.022 -6.649 0.636
H -0.530 -7.540 -0.246
H 1.906 4.025 -0.704
H 1.638 3.925 0.999
H -0.195 3.993 -2.282
H -2.193 5.282 -2.702
H -3.339 6.535 -0.723
H -2.356 6.370 1.513
H -0.317 5.128 1.924
H -1.121 2.020 -0.251
```

Mulliken population analysis, charges in e, atoms 1 to 6:
1 N -0.47
2 C 0.86
3 N -0.54
4 C 0.29
5 C 0.05
6 C -0.19

***

No. 3
Below is 11 unconnected molecules or ions with the total composition C32H87NO11S11Si, with properties calculated with wB97M-V/def2-TZVPD.

Values from the calculation:
Kohn-Sham gap ... 8.64 eV
Spin multiplicity ... 1
Highest occupied orbital energy ... -0.306 hartree

Geometry as XYZ:
```
143
C32H87NO11S11Si wB97M-V/def2-TZVPD
C 4.322 0.465 1.487
C 4.188 1.990 0.860
C 3.968 2.022 -0.772
C 3.813 3.565 -1.368
C 2.240 3.933 -1.787
C 1.317 3.458 -0.515
C -0.206 4.072 -0.498
C -1.273 2.903 -1.007
C -2.190 2.267 0.190
Si -1.470 0.705 1.049
S 0.542 1.017 1.888
N -1.552 -0.811 0.081
C -0.613 -1.885 0.617
C -1.206 -0.600 -1.376
C 0.290 -0.637 -2.045
O -2.231 -0.309 -2.222
H 5.444 0.077 1.434
H 4.041 0.469 2.647
H 3.589 -0.317 0.986
H 3.333 2.519 1.473
H 5.194 2.599 1.061
H 4.948 1.539 -1.253
H 3.082 1.308 -1.132
H 4.555 3.663 -2.270
H 4.074 4.279 -0.460
H 2.189 5.075 -2.038
H 1.972 3.348 -2.793
H 1.798 3.752 0.537
H 1.192 2.276 -0.628
H -0.543 4.416 0.592
H -0.344 5.041 -1.175
H -0.711 2.128 -1.680
H -2.025 3.479 -1.734
H -2.268 3.110 1.032
H -3.311 2.038 -0.116
H -2.321 0.466 2.243
H 0.599 2.238 2.579
H 0.526 -1.582 0.573
H -0.693 -2.896 -0.012
H -0.828 -2.131 1.763
H 1.035 0.171 -1.579
H 0.294 -0.405 -3.216
H 0.806 -1.701 -1.878
C -3.555 -0.818 -7.270
S -2.193 -1.381 -6.221
O -1.980 -2.839 -6.501
C -3.098 -1.254 -4.659
H -3.227 -0.851 -8.312
H -4.421 -1.473 -7.142
H -3.818 0.209 -7.007
H -3.992 -1.881 -4.693
H -3.377 -0.212 -4.483
H -2.447 -1.596 -3.852
C 2.934 -0.417 6.534
S 4.714 -0.313 6.229
O 4.908 -0.121 4.754
C 5.067 -2.047 6.602
H 2.488 0.558 6.325
H 2.486 -1.169 5.880
H 2.758 -0.678 7.580
H 4.487 -2.697 5.943
H 4.821 -2.254 7.646
H 6.133 -2.227 6.441
C -0.849 -3.399 5.029
S -0.965 -1.608 5.252
O -0.124 -1.246 6.440
C -2.693 -1.599 5.786
H 0.171 -3.646 4.727
H -1.083 -3.908 5.967
H -1.544 -3.715 4.247
H -2.812 -2.220 6.677
H -3.327 -1.975 4.979
H -2.979 -0.571 6.021
C -2.940 -6.586 9.042
S -1.545 -5.716 8.286
O -1.693 -5.835 6.798
C -0.283 -6.904 8.804
H -3.856 -6.037 8.813
H -3.013 -7.598 8.637
H -2.802 -6.624 10.125
H -0.521 -7.896 8.414
H -0.234 -6.932 9.895
H 0.682 -6.581 8.407
C -6.549 1.040 -1.333
S -6.665 2.832 -1.110
O -5.824 3.193 0.079
C -8.393 2.840 -0.575
H -5.529 0.793 -1.634
H -6.783 0.531 -0.395
H -7.244 0.724 -2.114
H -8.512 2.219 0.315
H -9.027 2.465 -1.383
H -8.679 3.869 -0.341
C -1.672 -5.240 -9.266
S 0.108 -5.135 -9.571
O 0.302 -4.943 -11.046
C 0.461 -6.870 -9.198
H -2.118 -4.264 -9.476
H -2.120 -5.991 -9.921
H -1.849 -5.500 -8.220
H -0.119 -7.519 -9.857
H 0.214 -7.076 -8.154
H 1.527 -7.049 -9.359
C 6.502 -6.571 -9.568
S 4.720 -6.313 -9.747
O 4.039 -7.595 -9.371
C 4.730 -6.212 -11.554
H 6.729 -6.700 -8.507
H 6.807 -7.466 -10.115
H 7.037 -5.698 -9.948
H 5.145 -7.129 -11.977
H 5.324 -5.351 -11.868
H 3.701 -6.086 -11.899
C -7.473 7.838 2.735
S -7.789 6.425 1.650
O -9.042 5.757 2.133
C -6.388 5.435 2.224
H -8.258 8.581 2.575
H -7.485 7.517 3.779
H -6.504 8.278 2.488
H -6.467 5.263 3.300
H -5.455 5.955 1.994
H -6.405 4.475 1.702
C 0.685 3.867 6.771
S -0.574 2.697 6.208
O -1.807 3.486 5.877
C -0.842 1.923 7.821
H 0.980 4.494 5.926
H 0.280 4.499 7.565
H 1.557 3.318 7.135
H -1.151 2.675 8.550
H 0.081 1.438 8.150
H -1.628 1.171 7.719
C 8.706 4.890 -2.347
S 7.547 5.998 -1.510
O 6.661 5.154 -0.643
C 6.604 6.432 -2.992
H 9.380 4.464 -1.599
H 8.161 4.083 -2.843
H 9.288 5.455 -3.078
H 6.189 5.530 -3.448
H 7.256 6.946 -3.703
H 5.789 7.099 -2.702
```

Mulliken population analysis, charges in e, atoms 1 to 6:
1 C -0.69
2 C -0.03
3 C -0.09
4 C -0.16
5 C -0.70
6 C 0.42

***

No. 4
Below is 4 unconnected molecules or ions with the total composition C37H51ClF22N3O6PS, with properties calculated with wB97M-V/def2-TZVPD.

Values from the calculation:
SMILES ... [H]/N=C/CN1C(=O)c2c(CCC(F)(F)C(F)(F)C(F)(F)C(F)(F)S(F)(F)(F)(F)F)c(CCCN)c(P(O)Cl)c(CCC(F)(F)C(F)(F)C(F)(F)C(F)(F)F)c2C1=O.CCOCC.CCOCC.CCOCC
Kohn-Sham gap ... 6.31 eV
Spin multiplicity ... 1
Highest occupied orbital energy ... -0.341 hartree

Geometry as XYZ:
```
122
C37H51ClF22N3O6PS wB97M-V/def2-TZVPD
H -2.171 7.306 -1.852
N -1.151 7.373 -1.631
C -0.588 6.165 -1.982
C 1.039 5.866 -1.831
N 1.377 4.897 -0.711
C 0.157 4.210 -0.063
O -0.623 4.630 0.945
C 0.040 2.854 -0.983
C -1.141 1.718 -1.116
C -2.521 1.839 -0.178
C -2.069 1.208 1.303
C -3.328 0.967 2.322
F -3.089 1.368 3.728
F -4.472 1.808 1.822
C -3.904 -0.603 2.314
F -4.245 -1.037 0.943
F -5.221 -0.513 3.050
C -2.958 -1.642 3.169
F -3.548 -1.620 4.566
F -1.558 -1.118 3.392
C -3.028 -3.203 2.713
F -4.416 -3.633 2.298
F -2.756 -4.013 3.961
S -1.821 -3.784 1.433
F -3.165 -4.136 0.387
F -2.035 -5.402 2.065
F -0.449 -3.661 2.450
F -1.598 -2.258 0.708
F -0.799 -4.447 0.227
C -0.962 0.464 -2.164
C -2.161 -0.651 -2.296
C -3.215 -0.235 -3.520
C -4.758 -0.028 -2.974
N -5.125 1.465 -2.849
C 0.448 0.360 -3.039
P 0.558 -1.186 -4.218
O 0.812 -0.500 -5.813
Cl 2.178 -2.425 -3.608
C 1.663 1.470 -2.882
C 3.091 1.320 -3.736
C 4.215 0.758 -2.648
C 5.507 0.029 -3.339
F 4.943 -0.909 -4.382
F 6.304 1.032 -4.141
C 6.416 -0.899 -2.350
F 7.797 -0.990 -2.957
F 5.885 -2.299 -2.388
C 6.474 -0.441 -0.782
F 5.196 -0.706 -0.021
F 7.482 -1.358 -0.126
C 7.059 1.084 -0.527
F 8.084 0.982 0.580
F 6.014 2.025 0.026
F 7.782 1.664 -1.683
C 1.431 2.738 -1.855
C 2.391 4.007 -1.454
O 3.710 4.222 -1.658
H -1.242 5.294 -2.447
H 1.377 5.433 -2.883
H 1.590 6.900 -1.645
H -3.414 1.259 -0.666
H -2.807 2.994 -0.088
H -1.402 2.067 1.795
H -1.408 0.254 1.157
H -1.747 -1.720 -2.532
H -2.798 -0.735 -1.298
H -3.129 -1.116 -4.319
H -2.831 0.731 -4.091
H -5.517 -0.499 -3.746
H -4.944 -0.476 -1.894
H -5.431 1.651 -1.849
H -5.946 1.591 -3.485
H 1.390 -1.129 -6.346
H 2.871 0.576 -4.612
H 3.394 2.379 -4.136
H 3.620 0.085 -1.886
H 4.620 1.730 -2.098
C 1.500 -6.013 -6.402
C 0.879 -5.367 -5.177
O -0.130 -4.410 -5.486
C -1.269 -4.889 -6.197
C -2.038 -5.967 -5.452
H 1.891 -5.251 -7.085
H 2.316 -6.680 -6.112
H 0.768 -6.603 -6.962
H 1.662 -4.828 -4.633
H 0.487 -6.121 -4.487
H -0.976 -5.232 -7.194
H -1.928 -4.028 -6.347
H -1.439 -6.871 -5.314
H -2.940 -6.245 -6.006
H -2.332 -5.614 -4.457
C 3.020 7.969 4.275
C 2.146 7.445 3.151
O 2.771 7.492 1.871
C 3.967 6.732 1.717
C 3.773 5.243 1.946
H 3.364 8.985 4.054
H 2.467 7.981 5.218
H 3.910 7.350 4.417
H 1.251 8.073 3.082
H 1.794 6.430 3.363
H 4.755 7.131 2.364
H 4.305 6.887 0.687
H 3.479 5.026 2.976
H 4.702 4.700 1.743
H 2.987 4.851 1.292
C -4.861 -4.241 9.479
C -3.704 -5.221 9.417
O -3.450 -5.723 8.109
C -3.100 -4.765 7.114
C -1.831 -3.994 7.436
H -5.768 -4.687 9.057
H -5.061 -3.946 10.513
H -4.652 -3.333 8.907
H -3.949 -6.089 10.040
H -2.793 -4.786 9.839
H -3.938 -4.084 6.932
H -2.945 -5.322 6.184
H -1.944 -3.382 8.334
H -1.567 -3.327 6.608
H -0.996 -4.682 7.611
```

Mulliken population analysis, charges in e, atoms 1 to 6:
1 H 0.28
2 N -0.60
3 C -0.04
4 C -0.27
5 N 0.33
6 C -0.10

***

No. 5
Below is 2 unconnected molecules or ions with the total composition C9H16N3, with properties calculated with wB97M-V/def2-TZVPD.

Values from the calculation:
Kohn-Sham gap ... 8.56 eV
Spin multiplicity ... 1
Charge ... +1
Highest occupied orbital energy ... -0.426 hartree
Energy relative to the best compared isomer or geometry (same formula, charge and spin) ... 1.3208 eV

Geometry as XYZ:
```
28
C9H16N3 wB97M-V/def2-TZVPD
C -2.978 -1.219 -0.427
C -0.865 1.570 0.913
C -1.282 0.277 0.611
C -1.265 2.647 0.136
C -2.188 0.103 -0.442
C -2.147 2.467 -0.908
C -2.595 1.179 -1.221
H -0.154 1.739 1.714
H -1.029 -0.532 1.280
H -0.919 3.640 0.397
H -2.533 3.249 -1.548
H -2.899 -1.553 0.596
H -2.556 -1.976 -1.090
H -3.113 1.014 -2.148
H -4.007 -1.060 -0.735
C 1.541 -1.343 1.699
C 2.631 -0.764 -0.406
N 2.085 -1.691 0.397
N 2.675 0.535 -0.083
N 3.075 -1.159 -1.604
H 2.444 -2.580 0.280
H 2.394 0.708 0.875
H 3.541 1.011 -0.305
H 3.140 -0.441 -2.310
H 2.822 -2.094 -1.862
H 0.819 -2.077 1.957
H 1.149 -0.343 1.688
H 2.216 -1.307 2.548
```

Mulliken population analysis, charges in e, atoms 1 to 6:
1 C -1.30
2 C -0.56
3 C -0.25
4 C -0.57
5 C 0.63
6 C -0.52

***

So what do the calculations give for total energy? Going down the list: -626.58980, -1531.14574, -6822.87225, -5451.94577, -516.57725 Eh.
So what do the calculations give for M? Going down the list: 104.178, 357.385, 1042.867, 1150.280, 166.248 g mol⁻¹.